Molecular formula: C66H62F4O14
Method: DFT, wB97M-V/def2-TZVPD

Geometry as XYZ:
```
146
Properties=species:S:1:pos:R:3:forces:R:3
O -6.125899 6.984966 0.813276 1.56 -0.89 -1.40
C -5.107259 6.091496 0.327876 -1.38 0.45 0.54
C -4.629099 6.187386 -0.966634 0.23 0.82 -0.02
C -3.586679 5.371426 -1.462484 -1.40 0.53 1.67
C -3.112439 4.385376 -0.617064 0.34 0.35 1.19
O -2.174279 3.520686 -1.149654 -0.54 -1.06 0.77
C -3.582979 4.284576 0.768356 0.42 -0.39 -2.71
C -4.606169 5.096646 1.158776 0.12 0.98 0.48
H -6.482969 6.664476 1.644776 0.16 -0.28 0.07
H -4.982999 7.013626 -1.565374 -0.18 -0.02 -0.18
H -3.195329 5.585526 -2.446054 0.11 -0.42 -0.08
H -1.293229 3.861016 -1.321494 0.35 0.50 0.15
H -3.292789 3.541066 1.495926 0.60 -0.26 -0.44
H -4.897369 5.081626 2.198666 -0.32 -0.21 0.14
O -8.230929 4.033136 4.360146 -0.15 -0.81 -0.90
C -7.233959 3.179476 3.895536 0.89 0.88 -0.27
C -7.248539 2.709406 2.548096 0.10 0.30 1.71
C -6.089859 2.112536 2.048766 -0.97 -0.45 1.27
C -5.022529 1.904036 2.911256 0.97 -0.15 -0.03
O -3.907959 1.224756 2.406086 -0.34 0.21 0.64
C -4.976429 2.379086 4.234836 0.01 -0.84 -1.25
C -6.088179 3.019096 4.714126 -1.22 0.97 -1.08
H -8.033909 4.341816 5.247556 0.16 -0.18 0.07
H -8.149579 2.784286 1.957396 0.02 0.22 -0.07
H -6.108649 1.618796 1.088416 0.22 0.30 -0.29
H -4.265399 0.478276 1.919656 0.20 -0.14 -0.32
H -4.114159 2.174716 4.852176 0.14 0.13 -0.07
H -6.055739 3.636696 5.599526 0.03 -0.40 0.51
O 4.001731 -3.014784 -1.759574 -0.86 -1.12 -0.80
C 3.219731 -4.049524 -1.279724 0.35 -0.99 -1.98
C 2.834891 -5.130434 -2.134224 0.82 0.21 0.19
C 2.100321 -6.187124 -1.625104 -0.01 1.02 -2.64
C 1.681511 -6.197434 -0.358674 -1.04 -1.23 1.46
O 0.835181 -7.187004 0.053806 0.02 -0.50 0.33
C 2.157561 -5.310314 0.512156 1.80 3.15 1.53
C 2.901361 -4.193214 0.026356 -0.33 -0.55 1.28
H 4.298261 -2.393524 -1.090474 0.10 0.01 0.55
H 3.230321 -5.286354 -3.127064 -0.06 0.66 -0.26
H 1.642301 -6.943294 -2.245454 0.48 -0.15 -0.60
H 1.044381 -7.918694 -0.531394 -0.43 -0.42 0.10
H 2.108321 -5.430034 1.584376 -0.53 -0.01 0.05
H 3.370491 -3.440304 0.642346 -0.31 -0.09 0.80
O -4.040459 1.345646 -1.149814 -0.36 -0.33 0.87
C -3.624689 0.724616 -2.276344 1.42 0.18 -1.68
C -3.055079 1.476346 -3.321304 -0.84 0.12 -0.23
C -2.748229 0.888336 -4.527194 -0.62 0.57 0.88
C -2.924689 -0.478144 -4.706764 0.72 1.15 0.59
O -2.528229 -1.009524 -5.849054 0.15 -2.63 -1.91
C -3.349979 -1.290444 -3.674914 -0.33 1.41 1.36
C -3.659219 -0.636224 -2.424444 -0.77 -1.15 -1.15
H -3.298779 1.893516 -0.882704 0.12 0.65 0.32
H -2.988779 2.552696 -3.262194 0.00 0.08 0.27
H -2.532309 1.561826 -5.343404 0.42 -0.21 -0.29
H -2.255879 -0.481894 -6.603394 -0.20 0.68 0.63
H -3.457629 -2.350054 -3.853884 0.02 -0.04 0.27
H -4.100009 -1.153004 -1.584774 0.15 -0.54 -0.01
O 0.546661 4.253786 -1.957194 -0.62 -1.14 -0.66
C 0.110871 4.708016 -3.208764 -1.05 1.22 0.10
C -0.375719 3.775666 -4.155684 1.60 1.32 0.96
C -0.792839 4.210456 -5.422034 0.38 0.27 0.67
C -0.870549 5.588006 -5.679264 -0.23 -0.17 1.48
O -1.301309 6.062026 -6.874524 0.04 -0.32 -0.23
C -0.601869 6.509836 -4.632754 0.62 -0.66 -1.13
C -0.072339 6.100856 -3.428564 -0.05 -1.83 0.23
H 1.002861 4.859596 -1.368574 -0.02 0.57 -0.51
H -0.222029 2.746596 -3.866174 -0.32 -0.30 -0.39
H -0.956999 3.435866 -6.156504 -0.33 0.29 -0.31
H -1.382729 7.013636 -6.777604 -0.06 0.16 -0.27
H -0.631509 7.555806 -4.900114 -0.26 0.27 0.24
H 0.127701 6.768156 -2.603284 0.15 0.30 -0.14
O -4.096289 -3.931784 1.755056 0.28 -0.04 1.23
C -3.851309 -4.326324 3.088816 0.74 0.77 -1.34
C -3.146939 -3.435514 3.920666 -0.95 0.23 -1.01
C -2.963609 -3.751054 5.225036 0.24 -1.23 1.76
C -3.347439 -4.996274 5.703496 0.56 -1.64 -0.46
O -2.907069 -5.370594 6.959716 -0.26 0.63 0.01
C -3.870899 -5.955454 4.811656 0.12 0.53 1.78
C -4.133429 -5.613084 3.523606 -0.40 0.70 -0.85
H -4.863229 -4.406534 1.426406 -0.01 -0.15 -0.01
H -2.780109 -2.455744 3.652566 -0.29 -0.01 -0.76
H -2.442219 -3.130504 5.938806 0.04 0.34 -0.16
H -3.400709 -6.117384 7.306456 -0.12 -0.08 -0.19
H -4.106279 -6.959984 5.130906 0.14 -0.09 0.25
H -4.557619 -6.359904 2.868826 -0.06 0.10 -0.26
O 11.004021 -3.164434 -1.238014 -0.96 0.95 0.60
C 9.662171 -2.781994 -0.986484 0.83 -0.89 -0.91
C 8.562991 -3.609654 -1.117704 -0.23 -0.52 -0.01
C 7.238711 -3.172664 -0.981834 1.30 0.89 0.36
C 7.027901 -1.811044 -0.706454 2.59 0.11 0.09
O 5.820071 -1.430264 -0.311404 -2.58 0.10 0.24
C 8.149911 -0.919274 -0.622614 -0.26 -1.74 -0.46
C 9.429121 -1.447764 -0.739994 0.09 0.70 0.21
H 11.170511 -4.092424 -1.418904 -0.70 -0.14 0.10
H 8.687451 -4.669304 -1.285174 0.24 -0.14 -0.15
H 6.487901 -3.947914 -1.022774 -0.44 0.45 0.03
H 5.591711 -0.500014 -0.375414 0.51 0.23 -0.08
H 8.112561 0.154926 -0.517254 -0.63 0.01 0.31
H 10.269601 -0.788514 -0.580664 0.15 0.06 -0.26
F 2.852351 -0.004064 -0.140244 1.54 -0.65 0.34
C 1.544651 -0.036084 0.048376 -2.54 0.86 -0.71
C 0.931551 -0.708524 1.101316 -1.25 -0.42 -0.45
C -0.511969 -0.698854 1.207836 1.25 1.23 -1.91
C -1.243019 0.033216 0.245966 1.64 0.77 1.09
C -0.570309 0.846846 -0.718164 -0.01 -2.46 -0.14
C 0.816861 0.696916 -0.915994 -1.33 -0.27 1.26
H 1.536631 -1.389974 1.680876 0.06 0.21 0.42
H -1.112129 -1.193944 1.956886 0.55 -0.37 0.22
H -2.312089 0.056276 0.397496 -0.11 0.17 -0.44
H -1.196639 1.302956 -1.470554 0.27 0.36 -0.03
H 1.294191 1.088156 -1.802274 0.23 0.29 0.17
F 3.799561 2.465286 3.721336 -1.23 0.10 -1.26
C 2.505501 2.729106 3.326296 -1.14 1.83 3.10
C 1.644671 3.192056 4.340496 -0.64 -0.32 -0.02
C 0.253611 3.451276 4.115736 2.41 -1.02 1.06
C -0.296249 3.219866 2.886506 0.88 -0.22 -0.72
C 0.593631 2.853306 1.848416 -0.55 0.71 0.64
C 1.970001 2.731516 2.078346 0.42 -1.49 -1.51
H 2.040641 3.257816 5.343136 0.01 0.10 0.12
H -0.361959 3.622626 4.986436 -0.04 0.38 0.00
H -1.371989 3.308106 2.849096 -0.03 -0.13 -0.79
H 0.218051 2.669346 0.852686 0.04 0.04 -0.04
H 2.635831 2.397826 1.296226 -0.13 0.09 -0.51
F 4.367541 -0.800604 4.198946 -0.93 -1.14 -0.15
C 3.792811 -2.041364 4.313266 2.11 -2.47 0.64
C 2.451221 -2.297504 4.335736 -0.25 1.44 -0.42
C 1.972711 -3.573074 4.542236 1.05 -0.98 0.71
C 2.859501 -4.640014 4.817576 0.65 0.04 0.39
C 4.279611 -4.478564 4.883196 -2.06 3.02 -1.62
C 4.693301 -3.160214 4.517776 -0.46 1.02 0.49
H 1.745561 -1.491704 4.197426 -0.07 0.18 0.02
H 0.896831 -3.613954 4.627136 -0.04 -0.74 -0.14
H 2.512241 -5.631854 5.066686 -0.49 0.01 -0.07
H 4.952061 -5.290774 5.116666 0.03 0.14 -0.07
H 5.715101 -2.813994 4.468276 0.40 -0.51 0.14
F 4.239461 -0.712204 -8.094554 -0.41 0.00 0.70
C 3.574711 -0.771904 -6.900274 0.01 -0.19 0.29
C 3.856031 -1.821444 -6.013554 -0.77 0.93 -0.14
C 3.091511 -1.900434 -4.848164 0.65 -0.62 0.98
C 2.135571 -0.977824 -4.441584 0.65 1.94 -1.39
C 1.973491 0.118626 -5.294644 -0.18 -0.76 -2.58
C 2.621531 0.184406 -6.586114 -0.40 -0.60 1.56
H 4.651141 -2.520134 -6.228084 -0.10 -0.11 -0.01
H 3.321501 -2.669804 -4.125964 0.12 -0.31 -0.13
H 1.618111 -0.915454 -3.495684 0.04 -0.77 0.10
H 1.128231 0.787596 -5.228234 0.09 0.36 0.66
H 2.294041 0.915706 -7.310244 0.25 0.16 0.01
```
Forces are in eV/Å.

Calculated values
SMILES string: Oc1ccc(O)cc1.Oc1ccc(O)cc1.Oc1ccc(O)cc1.Oc1ccc(O)cc1.Oc1ccc(O)cc1.Oc1ccc(O)cc1.Oc1ccc(O)cc1.Fc1ccccc1.Fc1ccccc1.Fc1ccccc1.Fc1ccccc1
E in eV: -108977.100